The following is a DFT calculation (ωB97M-V/def2-TZVPD) of a gas-phase ion, C2H2NO3S (charge -1).

Cartesian coordinates (Å):
C1 -1.65 -0.65 -0.64
C2 0.66 -0.65 0.05
N1 1.68 0.25 -0.26
O1 -0.25 -0.80 -0.91
O2 0.72 -1.33 1.05
O3 -3.18 1.07 0.65
S1 -1.75 0.68 0.38
H1 1.46 1.03 -0.84
H2 2.31 0.40 0.51

Results
HOMO-LUMO gap (spin up / spin down)   0.18184 / 0.23145 Ha
Spin multiplicity   3
Expectation value of S²   2.011
LUMO level (spin up / spin down)   3.81 / 3.20 eV
HOMO (spin up / spin down)   -1.14 / -3.09 eV
Total charge   -1

***

The following is a DFT calculation (ωB97M-V/def2-TZVPD) of 2 unconnected molecules or ions with the total composition C2H2NO4S2.

Cartesian coordinates (Å):
C1 0.84 1.84 -0.45
C2 0.13 -1.16 -0.49
N1 -0.44 -0.34 0.43
O1 -0.02 2.27 -1.07
O2 -1.80 -0.01 0.36
O3 1.75 1.57 0.26
O4 -0.19 -0.62 1.77
S1 1.71 -1.72 -0.04
S2 -0.50 -1.01 -2.05
H1 0.58 -1.18 1.82
H2 -2.06 0.36 -0.54

Results
HOMO-LUMO gap   0.26531 Ha
LUMO level   3.34 eV
HOMO   -3.88 eV
Total charge   -1

***

The following is a DFT calculation (ωB97M-V/def2-TZVPD) of 2 unconnected molecules or ions with the total composition C2H2NO4S2.

Cartesian coordinates (Å):
C1 -0.93 1.30 0.92
C2 0.21 -0.31 -0.13
N1 1.11 0.49 -0.78
O1 -0.21 2.05 1.37
O2 2.12 1.14 -0.11
O3 -1.89 0.84 0.51
O4 0.79 0.95 -1.92
S1 -1.09 -0.89 -1.25
S2 0.64 -0.98 1.32
H1 -0.24 -0.27 -2.20
H2 2.50 0.69 0.77

Results
HOMO-LUMO gap (spin up / spin down)   0.24466 / 0.24472 Ha
LUMO level (spin up / spin down)   3.38 / 3.38 eV
HOMO (spin up / spin down)   -3.28 / -3.28 eV
Total charge   -1

***

The following is a DFT calculation (ωB97M-V/def2-TZVPD) of a molecular structure, C2H2NO5S.

Cartesian coordinates (Å):
C1 -2.04 0.51 0.66
C2 -1.28 -0.02 -0.38
N1 -0.80 1.20 -0.68
O1 2.20 0.30 1.43
O2 1.68 -1.47 -0.26
O3 3.38 0.24 -0.66
O4 -1.54 1.80 0.39
O5 -1.18 -1.24 -0.96
S1 2.17 -0.13 0.05
H1 -2.34 0.24 1.66
H2 -0.23 -1.42 -1.25

Results
HOMO-LUMO gap (spin up / spin down)   0.19600 / 0.32995 Ha
LUMO level (spin up / spin down)   2.08 / 3.59 eV
HOMO (spin up / spin down)   -3.26 / -5.39 eV
Total charge   -1

***

The following is a DFT calculation (ωB97M-V/def2-TZVPD) of a molecular structure, C2H2NO5S2Sm.

Cartesian coordinates (Å):
C1 0.40 -2.53 1.18
C2 -0.10 -1.46 0.95
S1 -0.86 0.10 0.74
O1 -1.63 0.22 1.92
O2 -1.79 -0.12 -0.45
N1 0.23 1.07 0.43
S2 0.56 1.43 -1.17
O3 0.87 0.19 -1.81
O4 -0.43 2.29 -1.70
O5 1.84 2.28 -0.92
H1 0.72 -3.55 1.21
H2 2.19 2.16 -0.03
Sm1 -2.02 -2.08 -0.35

Results
HOMO-LUMO gap (spin up / spin down)   0.30560 / 0.23618 Ha
Spin multiplicity   5
Expectation value of S²   6.352
LUMO level (spin up / spin down)   -5.34 / -4.90 eV
HOMO (spin up / spin down)   -13.66 / -11.33 eV
Total charge   +1

***

The following is a DFT calculation (ωB97M-V/def2-TZVPD) of C2H2O in the gas phase.

Cartesian coordinates (Å):
C1 0.02 0.63 0.00
C2 -0.35 -0.60 -0.03
O1 1.18 -0.11 0.01
H1 -0.17 1.67 -0.06
H2 -0.68 -1.59 0.07

Results
HOMO-LUMO gap   0.34972 Ha
SMILES   C1=CO1
LUMO level   1.16 eV
HOMO   -8.36 eV

***

The following is a DFT calculation (ωB97M-V/def2-TZVPD) of C2H2O2 in the gas phase.

Cartesian coordinates (Å):
O1 1.49 -0.75 -0.63
C1 0.83 -0.08 0.10
C2 -0.89 0.34 -0.25
O2 -0.56 -0.57 0.57
H1 1.11 0.72 0.78
H2 -1.98 0.32 -0.48

Results
HOMO-LUMO gap   0.34760 Ha
LUMO level   -0.08 eV
HOMO   -9.54 eV

***

The following is a DFT calculation (ωB97M-V/def2-TZVPD) of C2H2O2 in the gas phase.

Cartesian coordinates (Å):
O1 2.21 0.02 -0.16
C1 1.10 0.24 -0.07
C2 -0.15 0.28 0.21
O2 -0.81 -0.96 0.00
H1 -0.72 1.14 0.31
H2 -1.63 -0.73 -0.29

Results
HOMO-LUMO gap   0.33746 Ha
SMILES   O=C=CO
LUMO level   0.51 eV
HOMO   -8.67 eV

***

The following is a DFT calculation (ωB97M-V/def2-TZVPD) of a molecular structure, C2H2O2P2S.

Cartesian coordinates (Å):
C1 -0.17 0.12 0.25
C2 -1.29 -0.53 0.12
O1 -3.81 -0.90 0.57
O2 -2.50 -2.75 -1.05
P1 -3.11 0.39 0.14
P2 -2.33 -2.26 0.33
S1 -4.39 1.85 -0.31
H1 0.12 1.24 0.12
H2 0.78 -0.28 0.51

Results
HOMO-LUMO gap   0.27351 Ha
LUMO level   -1.84 eV
HOMO   -9.28 eV

***

The following is a DFT calculation (ωB97M-V/def2-TZVPD) of a molecular structure, C2H2O2PPm.

Cartesian coordinates (Å):
H1 -4.00 -0.05 2.75
P1 1.33 -1.24 0.32
O1 2.54 -0.54 -0.71
C1 1.45 0.09 -1.22
H2 1.30 0.13 -2.31
C2 0.57 0.43 -0.16
O2 -0.53 0.95 -0.02
Pm1 -2.66 0.24 1.35

Results
HOMO-LUMO gap (spin up / spin down)   0.18457 / 0.24202 Ha
Spin multiplicity   5
Expectation value of S²   6.327
LUMO level (spin up / spin down)   -11.72 / -10.18 eV
HOMO (spin up / spin down)   -16.74 / -16.77 eV
Total charge   +2

***

The following is a DFT calculation (ωB97M-V/def2-TZVPD) of C2H2O2S2 in the gas phase.

Cartesian coordinates (Å):
O1 4.10 0.70 0.30
S1 3.08 -0.28 0.18
O2 3.42 -1.57 -0.37
C1 1.65 0.62 -0.78
C2 0.00 0.38 -0.11
S2 0.74 1.98 0.00
H1 -0.50 0.27 -1.05
H2 -0.28 -0.27 0.70

Results
HOMO-LUMO gap (spin up / spin down)   0.27194 / 0.27195 Ha
SMILES   O=S(=O)=C1CS1
LUMO level (spin up / spin down)   -2.26 / -2.26 eV
HOMO (spin up / spin down)   -9.66 / -9.66 eV

***

The following is a DFT calculation (ωB97M-V/def2-TZVPD) of a molecular structure, C2H2O3S.

Cartesian coordinates (Å):
C1 0.21 0.72 -0.27
C2 0.54 0.31 1.11
O1 -1.82 -0.74 -1.24
O2 0.26 -0.54 -2.58
O3 -0.78 0.46 1.28
S1 -0.40 -0.55 -1.31
H1 0.90 -0.64 1.36
H2 1.08 0.98 1.64

Results
HOMO-LUMO gap (spin up / spin down)   0.29929 / 0.29926 Ha
LUMO level (spin up / spin down)   -2.70 / -2.70 eV
HOMO (spin up / spin down)   -10.84 / -10.84 eV

***

The following is a DFT calculation (ωB97M-V/def2-TZVPD) of 2 unconnected molecules or ions with the total composition C2H2O3S.

Cartesian coordinates (Å):
C1 -1.14 -0.91 0.09
C2 -0.04 -0.25 0.02
O1 -4.71 0.05 -0.84
O2 -2.81 1.07 0.30
O3 -2.12 -1.54 0.19
S1 -3.89 0.11 0.34
H1 0.39 0.17 0.91
H2 0.44 -0.04 -0.91

Results
HOMO-LUMO gap   0.34989 Ha
LUMO level   -0.46 eV
HOMO   -9.98 eV

***

The following is a DFT calculation (ωB97M-V/def2-TZVPD) of C2H2O3S in the gas phase.

Cartesian coordinates (Å):
C1 -0.46 -0.73 -0.88
C2 -0.80 0.48 0.16
O1 1.07 0.53 1.96
O2 0.72 -0.68 -1.35
O3 1.47 0.44 -0.53
S1 0.68 1.19 0.72
H1 -1.16 -1.58 -1.04
H2 -1.52 0.36 0.96

Results
HOMO-LUMO gap (spin up / spin down)   0.30715 / 0.30706 Ha
LUMO level (spin up / spin down)   -1.08 / -1.08 eV
HOMO (spin up / spin down)   -9.44 / -9.44 eV

***

The following is a DFT calculation (ωB97M-V/def2-TZVPD) of C2H2O3S in the gas phase.

Cartesian coordinates (Å):
O1 1.61 -0.66 -1.04
C1 1.06 -0.13 -0.10
O2 1.66 0.17 1.06
C2 -0.38 0.32 -0.09
O3 -0.62 1.60 -0.32
S1 -1.64 -0.72 0.18
H1 2.56 -0.15 0.95
H2 -1.57 1.77 -0.30

Results
HOMO-LUMO gap   0.34123 Ha
SMILES   O=C(O)C(O)=S
LUMO level   -0.27 eV
HOMO   -9.56 eV

***

The following is a DFT calculation (ωB97M-V/def2-TZVPD) of C2H2O3S in the gas phase.

Cartesian coordinates (Å):
O1 1.21 -1.79 0.17
C1 0.33 -0.94 0.47
O2 -0.45 -0.97 1.61
C2 -0.22 0.15 -0.41
O3 -1.26 -0.04 -1.26
S1 0.30 1.76 -0.29
H1 -0.06 -1.82 2.05
H2 -1.26 0.80 -1.92

Results
HOMO-LUMO gap   0.32997 Ha
SMILES   O=C(O)C(O)=S
LUMO level   -0.59 eV
HOMO   -9.56 eV

***

The following is a DFT calculation (ωB97M-V/def2-TZVPD) of C2H2O4 in the gas phase.

Cartesian coordinates (Å):
O1 -0.88 -1.29 0.12
C1 -0.65 -0.13 -0.06
O2 -1.61 0.82 -0.09
C2 0.72 0.28 -0.03
O3 1.11 1.39 0.11
O4 1.46 -0.90 -0.07
H1 -2.54 0.33 0.11
H2 2.38 -0.50 -0.09

Results
HOMO-LUMO gap   0.39078 Ha
SMILES   O=C(O)C(=O)O
LUMO level   -0.17 eV
HOMO   -10.81 eV

***

The following is a DFT calculation (ωB97M-V/def2-TZVPD) of a molecular structure, C2H2O4S.

Cartesian coordinates (Å):
C1 1.02 1.30 -0.57
C2 0.10 0.22 0.03
O1 1.42 1.40 -1.67
O2 -0.08 2.18 2.48
O3 1.88 0.59 2.47
O4 1.36 2.10 0.52
S1 0.81 1.30 1.82
H1 -1.10 0.21 -0.14
H2 0.61 -0.68 0.03

Results
HOMO-LUMO gap   0.38313 Ha
LUMO level   -0.61 eV
HOMO   -11.03 eV

***

The following is a DFT calculation (ωB97M-V/def2-TZVPD) of a molecular structure, C2H2O4S2.

Cartesian coordinates (Å):
C1 1.92 0.65 0.01
C2 2.13 -0.51 0.12
O1 -1.64 -0.14 1.11
O2 -0.69 2.09 0.01
O3 -1.78 0.01 -1.10
O4 -0.41 -2.06 -0.26
S1 -1.82 1.27 0.09
S2 -1.63 -1.45 -0.11
H1 1.74 1.67 0.25
H2 2.20 -1.54 -0.13

Results
HOMO-LUMO gap   0.34942 Ha
LUMO level   -0.89 eV
HOMO   -10.40 eV

***

The following is a DFT calculation (ωB97M-V/def2-TZVPD) of 3 unconnected molecules or ions with the total composition C2H2O5.

Cartesian coordinates (Å):
C1 0.80 -0.21 0.58
C2 -1.23 -0.41 -0.48
O1 0.60 0.29 -0.52
O2 -1.95 0.52 0.12
O3 2.45 0.92 0.30
O4 0.75 -0.76 1.60
O5 -1.56 -1.39 -1.06
H1 -2.89 0.38 -0.11
H2 3.03 0.67 -0.43

Results
HOMO-LUMO gap (spin up / spin down)   0.33879 / 0.24690 Ha
LUMO level (spin up / spin down)   -1.08 / -1.65 eV
HOMO (spin up / spin down)   -10.30 / -8.37 eV

***

The records above yield total energy values of -755.96976; -1229.49667; -1229.43542; -906.44194; -1962.21331; -152.48314; -227.74845; -227.81087; -1308.73267; -1176.72838; -1024.08924; -701.08294; -701.26391; -701.10010; -701.31611; -701.28326; -378.36961; -776.47927; -1174.58447; -453.45703 hartree, respectively.